Below is a 9-piece molecular cluster, C6H27NO8 overall at a distorted geometry, with properties calculated with ωB97M-V with the def2-TZVPD basis set.

Calculated values
E_HOMO	-7.2	eV
ΔE to the lowest compared entry with this formula, charge and spin	509.88	kJ/mol
lowest unoccupied orbital energy	0.4	eV
SMILES	C/C=C/C=C/NC.O.O.O.O.O.O.O.O
gap between HOMO and LUMO	0.280	hartree
max |F|	6.14	eV/Å

XYZ file:
```
42
C6H27NO8 ωB97M-V with the def2-TZVPD basis set
C 1.512 -3.517 0.580
C 0.713 -2.326 0.222
C -0.299 -2.498 -0.655
C -1.219 -1.428 -0.962
C -1.337 -0.232 -0.301
N -2.384 0.591 -0.690
C -2.682 1.820 -0.047
H 1.289 -4.015 1.454
H 1.336 -4.393 0.007
H 2.499 -3.231 0.333
H 1.173 -1.370 0.613
H -0.586 -3.515 -1.047
H -1.943 -1.715 -1.786
H -0.728 0.192 0.584
H -3.150 0.009 -1.122
H -2.280 2.753 -0.439
H -2.130 1.941 1.021
H -3.722 1.918 0.213
O 0.210 1.978 1.713
H 0.240 2.958 1.759
H -0.173 1.690 2.642
O 2.637 0.440 -2.300
H 1.934 0.024 -2.911
H 3.441 0.436 -2.894
O 2.848 0.512 2.810
H 3.695 0.181 2.298
H 2.116 0.991 2.424
O -1.575 1.127 3.330
H -1.911 0.574 3.953
H -1.554 0.533 2.528
O 0.245 -0.468 -3.258
H -0.427 -0.055 -2.865
H 0.390 -1.231 -2.787
O -0.840 2.235 -3.305
H -0.050 2.664 -3.134
H -1.146 2.028 -2.393
O -0.196 -1.096 2.706
H -0.082 -2.039 2.312
H 0.704 -1.010 2.881
O 0.814 1.957 -1.031
H 1.074 2.919 -0.883
H 1.546 1.668 -1.570
```

Partial charges, Mulliken, in e:
1. C -1.323
2. C -0.362
3. C -0.328
4. C -0.908
5. C 0.845
6. N -0.086
7. C -0.535
8. H 0.369
9. H 0.422
10. H 0.313
11. H 0.573
12. H 0.190
13. H 0.089
14. H -0.163
15. H 0.282
16. H 0.224
17. H -0.024
18. H 0.419
19. O -0.518
20. H 0.224
21. H 0.400
22. O -0.712
23. H 0.449
24. H 0.296
25. O -0.698
26. H 0.318
27. H 0.347
28. O -0.650
29. H 0.304
30. H 0.264
31. O -0.733
32. H 0.337
33. H 0.328
34. O -0.658
35. H 0.300
36. H 0.301
37. O -0.579
38. H 0.282
39. H 0.331
40. O -0.540
41. H 0.295
42. H 0.319